# 1
Below is a structure of composition C27H60GaN3O11S2 in a non-equilibrium geometry, with properties calculated with ωB97M-V/def2-TZVPD.

Output
HOMO-LUMO gap   0.15243 Ha
Total energy   -129997.84095 eV
Net charge   -2
Highest occupied orbital energy   -0.8 eV

Atoms and positions in Å:
C1 3.1313 5.0317 4.8681
C2 4.0246 4.2121 4.1132
C3 4.5220 3.0033 3.0687
C4 3.8430 1.5319 3.4820
C5 2.4193 1.7639 4.2622
Ga1 1.2218 0.0879 4.4275
S1 2.2229 -1.6488 5.6487
C6 -0.5113 0.7004 5.4581
C7 -0.9662 2.2509 5.0478
C8 -2.1137 2.3081 3.8778
S2 -1.6164 3.2299 2.3225
O1 -2.5111 2.6730 1.1477
O2 -1.9448 4.7602 2.3965
O3 0.0007 2.9813 1.8285
C9 0.5328 -0.5705 2.5618
O4 -0.5524 -0.0055 1.9655
O5 1.1835 -1.6617 1.8121
H1 2.3879 5.5068 5.6719
H2 4.1474 3.2367 1.9609
H3 5.6902 2.9603 3.1352
H4 3.6987 0.9679 2.4399
H5 4.5988 0.8805 4.1371
H6 1.8010 2.5828 3.6878
H7 2.5708 2.1868 5.3638
H8 2.6297 -2.6153 4.6957
H9 -1.3824 -0.0762 5.3685
H10 -0.2120 0.7190 6.6124
H11 -1.4397 2.7034 6.0445
H12 -0.0548 2.9442 4.7861
H13 -3.0463 2.8951 4.3352
H14 -2.5053 1.2342 3.6043
H15 -0.0461 3.0215 0.8085
C10 -6.0039 -3.2731 0.9415
O6 -6.4173 -3.4672 2.2870
C11 -5.7487 -4.5629 2.9245
C12 -4.8381 -4.0488 4.0487
N1 -3.6793 -3.3313 3.5042
C13 -2.9055 -2.6123 4.5198
C14 -3.6037 -1.4394 5.2378
O7 -3.8898 -0.3307 4.3833
C15 -5.1304 -0.4217 3.6959
H16 -6.6378 -2.5007 0.4976
H17 -4.9667 -2.9300 0.9018
H18 -6.1181 -4.1935 0.3611
H19 -5.1938 -5.1830 2.2091
H20 -6.5284 -5.1923 3.3672
H21 -4.4882 -4.8975 4.6469
H22 -5.4373 -3.3977 4.6927
H23 -4.0003 -2.6594 2.8118
H24 -2.0165 -2.2160 4.0142
H25 -2.5434 -3.3290 5.2695
H26 -2.9034 -1.0594 5.9911
H27 -4.4959 -1.7521 5.7908
H28 -5.8885 -0.9655 4.2675
H29 -4.9812 -0.8871 2.7189
H30 -5.4951 0.5933 3.5183
C16 0.3479 -2.1556 -5.6383
O8 1.2411 -3.0842 -5.0392
C17 2.2906 -2.4506 -4.2967
C18 2.1364 -2.7485 -2.7984
N2 0.9749 -2.0487 -2.2369
C19 0.6325 -2.4787 -0.8785
C20 0.1510 -3.9329 -0.7003
O9 -1.1092 -4.2010 -1.3178
C21 -1.0263 -4.5789 -2.6854
H31 -0.3471 -2.7114 -6.2736
H32 -0.2314 -1.6295 -4.8750
H33 0.8903 -1.4374 -6.2604
H34 2.3418 -1.3715 -4.4892
H35 3.2315 -2.8901 -4.6449
H36 3.0412 -2.4263 -2.2710
H37 2.0374 -3.8321 -2.6815
H38 0.1691 -2.2094 -2.8358
H39 -0.1684 -1.8141 -0.5319
H40 1.4920 -2.3005 -0.2180
H41 -0.0059 -4.0916 0.3733
H42 0.9037 -4.6685 -1.0037
H43 -0.1039 -5.1202 -2.9166
H44 -1.1214 -3.6960 -3.3218
H45 -1.8741 -5.2316 -2.9091
C22 4.5846 4.4273 -7.3969
O10 4.5923 4.3306 -5.9793
C23 3.6646 5.2258 -5.3532
C24 2.5404 4.4341 -4.6700
N3 1.6557 3.8097 -5.6607
C25 0.7134 2.8487 -5.0812
C26 1.3073 1.5746 -4.4467
O11 1.9299 0.6997 -5.3892
C27 3.2945 0.9950 -5.6546
H46 5.3926 3.8019 -7.7862
H47 3.6394 4.0588 -7.8040
H48 4.7563 5.4586 -7.7191
H49 3.2646 5.9672 -6.0564
H50 4.2236 5.7714 -4.5853
H51 1.9538 5.1110 -4.0387
H52 3.0054 3.6804 -4.0270
H53 2.2219 3.3250 -6.3524
H54 0.0426 2.5396 -5.8921
H55 0.0876 3.3625 -4.3388
H56 0.4715 1.0058 -4.0223
H57 1.9769 1.7919 -3.6077
H58 3.8067 1.4274 -4.7899
H59 3.3701 1.6617 -6.5168
H60 3.7978 0.0622 -5.9222



# 2
Below is a cluster of 5 separate species, C27H60N2O8 in total, with properties calculated with ωB97M-V/def2-TZVPD.

Output
HOMO-LUMO gap   0.34341 Ha
Total energy   -48330.26500 eV
Net charge   0
Highest occupied orbital energy   -8.7 eV

Atoms and positions in Å:
C1 -0.3666 -3.5153 -1.0963
N1 0.2543 -2.4992 -1.9549
C2 0.4564 -2.9834 -3.3250
C3 -0.4942 -1.2713 -1.9748
O1 -1.6819 -1.2353 -2.1582
C4 0.3004 -0.0375 -1.6296
C5 1.7447 0.0051 -2.1354
O2 2.6288 -0.3883 -1.0458
C6 3.4583 0.6325 -0.7243
O3 4.4970 0.4615 -0.1649
C7 2.8307 1.9041 -1.2369
C8 2.3087 1.3877 -2.5744
C9 1.4227 2.3285 -3.3698
C10 1.1869 1.9573 -4.8616
O4 2.0142 0.8914 -5.3325
C11 -0.2574 1.5319 -5.1161
N2 -0.4519 0.1323 -4.7372
H1 0.1723 -3.5974 -0.1501
H2 -0.3363 -4.4925 -1.5779
H3 -1.4169 -3.3002 -0.8878
H4 1.1944 -3.7852 -3.3088
H5 -0.4764 -3.3532 -3.7729
H6 0.8319 -2.1774 -3.9544
H7 -0.2932 0.8353 -1.8997
H8 0.3586 -0.0614 -0.5337
H9 1.8909 -0.6968 -2.9503
H10 1.9906 2.1231 -0.5662
H11 3.5201 2.7427 -1.2558
H12 3.1961 1.1398 -3.1663
H13 0.4598 2.4336 -2.8659
H14 1.8774 3.3230 -3.3398
H15 1.4045 2.8355 -5.4787
H16 2.9102 1.2237 -5.4424
H17 -0.5153 1.7232 -6.1627
H18 -0.9190 2.1478 -4.5034
H19 -1.3627 0.0057 -4.3098
H20 -0.4351 -0.4610 -5.5568
C12 6.2379 -0.9856 2.2331
C13 6.9620 -0.6855 3.5327
O5 7.1540 -1.8137 4.3739
C14 7.9134 -2.8696 3.8159
C15 9.3348 -2.4821 3.4423
H21 5.2951 -1.4984 2.4282
H22 6.0209 -0.0615 1.6992
H23 6.8334 -1.6145 1.5694
H24 6.3741 0.0079 4.1349
H25 7.9211 -0.1946 3.3283
H26 7.3992 -3.2992 2.9484
H27 7.9320 -3.6383 4.5893
H28 9.3622 -1.7750 2.6123
H29 9.8914 -3.3696 3.1382
H30 9.8427 -2.0279 4.2945
C16 -5.1138 2.1980 -1.5619
C17 -3.7352 1.5621 -1.5052
O6 -2.7429 2.2760 -2.2256
C18 -2.4963 3.6033 -1.7922
C19 -2.0204 3.7031 -0.3545
H31 -5.4143 2.3678 -2.5969
H32 -5.8424 1.5348 -1.0939
H33 -5.1495 3.1530 -1.0344
H34 -3.7533 0.5753 -1.9665
H35 -3.4250 1.4204 -0.4638
H36 -3.3851 4.2277 -1.9395
H37 -1.7277 3.9814 -2.4696
H38 -2.7959 3.4152 0.3540
H39 -1.7465 4.7329 -0.1228
H40 -1.1502 3.0630 -0.1919
C20 -6.3115 5.0486 2.7404
C21 -4.9236 4.4411 2.8498
O7 -3.9207 5.1627 2.1551
C22 -3.7105 6.4974 2.5832
C23 -3.2686 6.6201 4.0312
H41 -6.5786 5.2034 1.6940
H42 -7.0441 4.3772 3.1899
H43 -6.3831 6.0070 3.2561
H44 -4.9173 3.4499 2.3943
H45 -4.6465 4.3106 3.9021
H46 -4.6052 7.1051 2.4054
H47 -2.9299 6.8794 1.9245
H48 -4.0543 6.3245 4.7276
H49 -3.0075 7.6561 4.2503
H50 -2.3947 5.9945 4.2174
C24 -1.2053 -5.0897 2.8525
C25 -2.3345 -5.3305 1.8644
O8 -1.9839 -6.1787 0.7850
C26 -1.5880 -7.4929 1.1368
C27 -2.6617 -8.2914 1.8561
H51 -0.3137 -4.7350 2.3334
H52 -1.5062 -4.3355 3.5807
H53 -0.9403 -5.9927 3.4039
H54 -2.6201 -4.3872 1.3977
H55 -3.2212 -5.7107 2.3847
H56 -0.6671 -7.4730 1.7310
H57 -1.3446 -7.9716 0.1880
H58 -2.8765 -7.8920 2.8482
H59 -2.3317 -9.3234 1.9812
H60 -3.5879 -8.2899 1.2799



# 3
Below is a cluster of 7 separate species, C27H60O15S5 in total in a non-equilibrium geometry, with properties calculated with ωB97M-V/def2-TZVPD.

Output
HOMO-LUMO gap   0.35360 Ha
Total energy   -113857.59930 eV
Net charge   0
Highest occupied orbital energy   -9.2 eV

Atoms and positions in Å:
O1 -1.5827 0.1197 -3.1833
S1 -0.9173 -0.1421 -1.9481
O2 0.5217 -0.0958 -1.8452
O3 -1.6224 0.9047 -0.8543
C1 -0.8447 1.1173 0.3316
C2 0.2216 2.1883 0.1598
C3 -1.4548 -1.6415 -1.1067
H1 -0.3010 0.1987 0.5789
H2 -1.4502 1.3102 1.2136
H3 -0.1636 3.0808 -0.3358
H4 1.1412 1.8059 -0.2681
H5 0.4465 2.6284 1.1396
H6 -1.1430 -1.6137 -0.0702
H7 -0.8402 -2.4178 -1.5752
H8 -2.4903 -1.8995 -1.2904
O4 -1.4163 -5.0497 0.3128
S2 -0.4850 -4.4971 1.2809
O5 0.0755 -3.1886 1.1055
O6 -1.1430 -4.4907 2.7693
C4 -2.3074 -5.3193 2.9370
C5 -3.5723 -4.5818 2.5307
C6 0.8753 -5.6248 1.5723
H9 -2.3955 -5.5712 3.9952
H10 -2.2169 -6.3047 2.4784
H11 -3.5334 -4.1558 1.5312
H12 -3.7536 -3.7317 3.1899
H13 -4.4248 -5.2587 2.5927
H14 1.4891 -5.1456 2.3278
H15 1.4435 -5.7333 0.6501
H16 0.4283 -6.5840 1.8201
O7 -3.1691 -1.1260 1.3604
S3 -4.5621 -1.2060 1.0158
O8 -5.1846 -2.4710 0.7318
O9 -5.4888 -0.4314 2.1041
C7 -4.8605 0.6079 2.8493
C8 -5.7538 0.8994 4.0570
C9 -4.9191 -0.2112 -0.4389
H17 -4.6443 1.5075 2.2735
H18 -3.9334 0.2527 3.3025
H19 -5.3874 1.6935 4.7025
H20 -5.9137 -0.0190 4.6176
H21 -6.7185 1.2336 3.6626
H22 -5.9995 -0.2267 -0.5943
H23 -4.4525 -0.6876 -1.2943
H24 -4.7135 0.8439 -0.2701
O10 0.2455 -3.7804 -3.8699
S4 0.9981 -3.9328 -5.0839
O11 1.6868 -5.1669 -5.3414
O12 0.0518 -3.6571 -6.3704
C10 -0.7552 -2.4562 -6.2947
C11 -1.6530 -2.4586 -7.5171
C12 2.1989 -2.6185 -5.2929
H25 -0.0887 -1.5884 -6.3545
H26 -1.2556 -2.4180 -5.3281
H27 -2.6464 -2.8440 -7.2867
H28 -1.1877 -3.0795 -8.2799
H29 -1.8067 -1.4562 -7.9147
H30 2.2891 -2.3878 -6.3490
H31 3.1029 -3.0648 -4.8856
H32 1.8808 -1.7435 -4.7306
O13 5.3249 2.4326 -0.3182
S5 4.7467 1.9758 -1.5495
O14 3.7576 2.7427 -2.2691
O15 5.9737 1.6469 -2.5329
C13 6.6829 2.6463 -3.2850
C14 8.1582 2.5961 -2.9664
C15 4.0708 0.3084 -1.4288
H33 6.2104 3.5779 -2.9358
H34 6.3934 2.6675 -4.3373
H35 8.5797 1.5871 -3.0061
H36 8.3836 2.9051 -1.9471
H37 8.7124 3.1579 -3.7182
H38 4.8429 -0.2947 -0.9531
H39 3.8097 -0.1028 -2.3985
H40 3.1708 0.3365 -0.8184
C16 -0.6613 6.4915 1.7025
C17 -0.0292 7.7181 1.7370
C18 0.6654 8.1524 0.6041
C19 0.5944 7.4345 -0.5900
C20 -0.1886 6.2966 -0.6392
C21 -0.7145 5.7467 0.5349
H41 -1.1990 6.1896 2.5958
H42 -0.0666 8.3644 2.6027
H43 1.2210 9.0711 0.7459
H44 1.0521 7.8013 -1.4985
H45 -0.3357 5.7196 -1.5438
H46 -1.2677 4.8185 0.5307
C22 -1.3737 1.3670 4.3452
C23 -0.6950 0.1023 4.8452
C24 0.0075 -0.7630 3.8217
C25 1.1509 -0.0434 3.0739
C26 2.1315 -0.9005 2.2864
C27 3.5060 -0.2500 2.0952
H47 -1.9899 1.8722 5.0974
H48 -1.9989 1.2174 3.4671
H49 -0.6309 2.1562 4.1797
H50 -0.0435 0.3392 5.6938
H51 -1.4458 -0.5052 5.3676
H52 -0.6762 -1.2129 3.0907
H53 0.4354 -1.6479 4.3041
H54 0.7814 0.7516 2.4216
H55 1.6276 0.4537 3.9335
H56 2.3138 -1.8534 2.7950
H57 1.5594 -1.1528 1.3888
H58 3.4586 0.6536 1.4845
H59 3.8026 0.0338 3.1068
H60 4.2478 -0.9188 1.6638